[1]
60
Properties=species:S:1:pos:R:3:forces:R:3 method="wB97M-V/def2-TZVPD" relative_energy_ev=2.432 gap_ev=3.46 e_tot_ev=-52451.2131 largest_force_ha_per_bohr=0.1071 lumo_ev=2.74 charge=-2 molar_mass_g_mol=466.10
O -1.627405 -0.686554 3.534462 2.85 1.69 -3.48
C -0.948994 0.022311 2.743551 -1.21 -0.54 2.07
O -0.157942 -0.227185 1.698544 -0.71 -2.20 0.68
B 0.438700 0.957607 1.041743 -0.54 0.97 1.26
O -0.212344 2.033510 1.817420 -0.68 0.68 1.50
C -0.901531 1.559276 2.887393 -1.87 1.62 1.29
O -1.519779 2.174244 3.789729 2.53 -1.41 -3.29
O 0.220678 1.007617 -0.390097 0.14 -0.55 -1.33
C 1.339734 0.577460 -1.029586 -2.89 -1.55 -4.43
O 1.397477 0.153535 -2.219948 -0.10 2.07 4.67
C 2.371108 0.523199 0.003412 3.04 -0.50 1.41
O 1.908849 1.017557 1.160678 0.02 -0.81 -0.46
O 3.467757 0.042863 -0.165178 -0.53 0.54 0.23
C -2.975029 -3.168505 -7.172085 0.79 0.59 1.08
C -3.392966 -4.246523 -8.111510 -2.92 1.03 -1.36
O -4.582589 -3.827099 -8.720659 0.58 -0.36 -0.11
H -3.667833 -3.107288 -6.332811 -0.09 -0.03 0.10
H -2.965974 -2.179043 -7.629227 -0.21 -0.09 -0.42
H -1.965642 -3.299111 -6.782001 0.46 -0.23 0.39
H -3.640288 -5.171694 -7.590935 0.65 -0.66 0.61
H -2.612257 -4.434010 -8.848704 0.72 -0.27 -0.30
O 6.419797 0.792885 -7.939198 0.07 0.26 0.05
H 7.033167 0.411454 -8.567313 0.13 -0.08 -0.16
H 5.921270 0.046354 -7.606960 -0.21 -0.20 0.11
O -3.283484 7.518548 2.777361 0.06 0.26 -0.07
H -3.906716 7.496983 3.503550 -0.17 0.01 0.18
H -2.995957 6.610663 2.680839 0.11 -0.27 -0.10
O -1.084399 4.516698 10.078661 -0.21 0.10 0.11
H -0.294892 4.513555 10.619849 0.17 0.00 0.15
H -0.798522 4.166092 9.235107 0.03 -0.11 -0.27
O 3.839444 -3.187210 -7.355141 0.26 0.00 -0.23
H 4.218634 -3.390883 -6.500175 0.05 -0.08 0.23
H 3.068824 -2.655722 -7.155435 -0.30 0.11 0.02
O -0.474773 2.757698 -7.909874 0.07 0.14 -0.26
H -1.249017 2.965504 -7.386813 -0.23 -0.02 0.11
H 0.193481 2.522111 -7.266298 0.17 -0.12 0.15
O -5.292881 6.624877 7.190251 -0.13 0.20 -0.14
H -4.639260 5.963441 6.963305 0.19 -0.19 -0.10
H -5.456966 6.489800 8.123556 -0.04 -0.02 0.23
O -1.376906 -4.193566 -1.965382 0.01 -0.25 0.20
H -1.039005 -3.323034 -1.755104 0.10 0.25 0.07
H -1.708444 -4.112729 -2.859684 -0.11 0.01 -0.30
O -4.659672 4.906144 -1.162914 0.00 0.26 -0.06
H -4.050880 4.173666 -1.067613 0.23 -0.19 0.01
H -5.517687 4.532865 -0.961164 -0.21 -0.08 0.04
O 6.465829 1.394096 4.081917 0.21 -0.13 0.19
H 6.839260 2.075933 3.523458 0.08 0.16 -0.15
H 5.521580 1.456302 3.937805 -0.29 -0.03 -0.08
O 0.012268 -3.571199 8.098880 0.06 -0.09 0.31
H -0.062800 -2.676050 7.768269 -0.01 0.23 -0.12
H -0.327856 -4.117932 7.390617 -0.06 -0.13 -0.20
O 8.780361 -1.920011 1.339964 0.28 -0.14 0.00
H 8.081096 -1.952991 0.687148 -0.22 -0.04 -0.16
H 8.608555 -1.119232 1.835416 -0.09 0.18 0.17
O -5.857748 -5.740456 4.265513 -0.20 -0.10 0.19
H -5.569197 -4.872127 3.984479 0.07 0.26 -0.07
H -5.294833 -6.347554 3.785101 0.14 -0.15 -0.13
O 3.383201 -3.157658 4.164342 0.07 -0.24 0.19
H 2.850847 -3.031906 3.378837 -0.18 0.03 -0.24
H 3.730553 -2.287576 4.360655 0.09 0.21 0.03

=====

[2]
154
Properties=species:S:1:pos:R:3:forces:R:3 method="wB97M-V/def2-TZVPD" relative_energy_ev=7.423 gap_ev=5.96 e_tot_ev=-131651.8150 largest_force_ha_per_bohr=0.2742 lumo_ev=-1.85 charge=0 molar_mass_g_mol=1307.09
C -12.642126 -8.053777 -11.139374 -0.10 0.32 0.05
O -13.651844 -8.571386 -10.294901 -0.03 -0.45 0.24
C -14.528481 -7.610660 -9.787383 0.56 1.56 0.64
C -15.553919 -8.196821 -8.861030 -0.25 -1.51 -0.64
O -14.973280 -8.926200 -7.797182 -0.17 0.39 -0.31
C -15.908671 -9.761518 -7.165538 0.24 -0.73 0.63
H -11.648397 -8.288378 -10.756537 -0.05 -0.12 0.16
H -12.723972 -6.964932 -11.195875 0.07 0.03 -0.14
H -12.730787 -8.471734 -12.142424 -0.10 -0.02 -0.03
H -14.990261 -7.053239 -10.612991 -0.48 -0.18 0.03
H -14.022998 -6.817783 -9.209837 0.57 -0.21 -0.07
H -16.078984 -8.910425 -9.515482 -0.53 0.02 0.36
H -16.237843 -7.470824 -8.409927 -0.07 0.31 -0.54
H -16.301829 -10.573958 -7.787459 0.32 0.06 -0.40
H -16.808152 -9.297897 -6.742029 0.22 0.65 -0.07
H -15.342097 -10.208664 -6.349263 -0.24 -0.13 0.09
C -22.266613 -4.446288 -13.355458 0.05 -0.56 -0.23
O -21.654660 -5.212813 -12.325604 0.52 -0.27 0.18
C -20.817741 -4.443077 -11.505484 0.43 2.02 0.68
C -19.889998 -5.210969 -10.581051 -2.01 -1.76 -1.01
O -19.134789 -4.313924 -9.833911 0.23 -0.79 -1.30
C -18.133953 -4.889081 -9.019088 1.76 -0.71 -0.93
H -22.720540 -3.559331 -12.910205 -0.24 -0.03 -0.19
H -22.974512 -5.130392 -13.822022 -0.35 0.27 0.11
H -21.591524 -4.159199 -14.165520 0.42 0.06 0.34
H -21.432937 -3.780195 -10.879934 0.00 -0.19 -0.26
H -20.158741 -3.766658 -12.065711 -0.18 -0.16 -0.49
H -19.401100 -5.942527 -11.244316 1.00 0.34 0.36
H -20.524018 -5.842671 -9.940772 0.18 0.11 0.36
H -18.304148 -5.897720 -8.632194 -0.80 0.00 -0.19
H -17.950070 -4.229178 -8.174224 0.56 -1.41 -1.11
H -17.238377 -4.978583 -9.647990 0.18 0.07 0.20
C -15.180188 -2.433901 -6.795363 0.70 -0.39 1.13
O -14.616532 -1.656224 -7.542998 0.36 0.83 -0.49
N -14.618228 -3.524690 -6.237060 -0.66 -0.26 0.80
C -13.209855 -3.805635 -6.320982 0.35 -0.23 -1.30
C -15.476750 -4.584407 -5.640552 1.16 0.57 -0.66
H -16.234790 -2.337867 -6.491700 1.24 0.06 0.24
H -12.638967 -3.962047 -5.404271 -0.67 0.00 0.41
H -12.711549 -2.991373 -6.845439 -0.14 -0.01 -0.10
H -13.137780 -4.712257 -6.930555 0.54 -0.04 0.04
H -16.485805 -4.516706 -6.036527 0.15 0.11 0.55
H -15.059134 -5.522076 -6.010215 0.00 -0.21 0.30
H -15.381787 -4.516904 -4.560596 -0.38 -0.31 0.14
C -14.786491 -2.026433 -11.048881 -0.80 -0.26 -0.06
O -15.568873 -1.539547 -11.845516 0.15 0.22 0.14
N -14.437897 -3.327115 -11.046092 0.91 -0.63 -0.04
C -13.548134 -3.848721 -10.015176 -0.06 -0.01 -0.66
C -14.894004 -4.272896 -12.036105 -0.80 -0.27 -0.43
H -14.359910 -1.504603 -10.181290 0.09 0.33 -0.12
H -12.696520 -4.395191 -10.432693 -0.15 -0.03 -0.34
H -14.116652 -4.565941 -9.421226 0.20 0.26 0.58
H -13.099702 -3.011101 -9.487281 -0.42 -0.12 0.54
H -14.132247 -5.024716 -12.238379 0.16 0.14 -0.01
H -15.802472 -4.816386 -11.747439 0.07 -0.02 0.51
H -15.218125 -3.818954 -12.971643 0.46 0.46 0.07
C -26.683655 -2.747044 -15.845400 -1.14 -0.57 -0.02
C -27.169531 -3.996468 -15.690023 0.11 -0.33 0.63
C -26.335098 -5.234646 -15.890929 0.69 0.61 -0.99
O -26.773709 -6.356076 -15.750950 -0.50 0.12 0.32
C -24.972313 -4.955295 -16.288787 0.90 -0.85 -0.39
C -24.471681 -3.725016 -16.302362 1.12 1.71 -0.09
C -25.316508 -2.501652 -16.247105 -1.09 0.38 1.26
O -24.864256 -1.380834 -16.378410 0.51 -0.38 -0.29
O -23.162186 -3.466495 -16.379204 0.57 -1.43 -0.29
O -28.386422 -4.218799 -15.215150 -0.78 0.69 0.09
H -27.349253 -1.933528 -15.590712 0.19 0.23 -0.20
H -24.293858 -5.750856 -16.574010 -0.15 -0.31 0.47
H -22.876264 -2.546616 -16.317020 -0.93 0.35 -0.16
H -28.632656 -5.150851 -15.146077 0.59 -0.23 -0.21
C -21.310283 -10.958397 -9.702431 -0.53 -0.18 0.98
C -20.411078 -11.210099 -10.657582 -0.07 -0.93 -0.25
C -19.171007 -10.386490 -10.817587 -0.16 -0.21 0.85
O -18.289825 -10.749581 -11.570769 -0.04 0.08 -0.16
C -19.129842 -9.212300 -9.975130 0.78 1.01 -0.05
C -20.003581 -8.968984 -8.993446 -0.51 0.07 0.50
C -21.150933 -9.897847 -8.692234 0.04 -0.50 -2.38
O -21.967623 -9.660139 -7.842953 0.19 0.31 0.89
O -19.991185 -7.857466 -8.259482 0.40 0.24 0.08
O -20.570159 -12.204645 -11.540825 0.07 0.00 1.18
H -22.209042 -11.549523 -9.578379 0.09 -0.17 -0.16
H -18.358882 -8.477505 -10.175425 0.11 -0.08 0.00
H -20.719854 -7.888651 -7.615192 -0.12 -0.28 -0.10
H -19.787428 -12.242728 -12.114960 -0.05 -0.07 -0.01
C -20.798541 -9.901989 -13.100602 -1.23 0.15 -0.15
C -20.789110 -8.557761 -13.133778 0.07 0.86 1.73
C -19.702452 -7.780249 -13.855196 -0.22 -1.23 -1.23
O -19.676410 -6.573991 -13.899722 -0.11 0.27 0.54
C -18.764453 -8.624910 -14.580776 0.51 -0.11 0.08
C -18.854579 -9.965368 -14.599793 1.26 0.19 -0.62
C -19.938133 -10.713732 -13.920316 -0.80 0.73 0.18
O -20.089372 -11.916802 -14.041810 0.86 -0.03 -0.75
O -17.930874 -10.718965 -15.223464 -0.90 -0.26 0.40
O -21.591632 -7.835486 -12.329313 0.70 0.03 -0.73
H -21.521790 -10.442086 -12.500709 -0.18 0.36 -0.36
H -17.924723 -8.143590 -15.064085 -0.08 0.05 -0.11
H -18.250155 -11.633372 -15.070938 0.34 0.05 -0.26
H -21.371930 -6.851931 -12.417340 -0.48 -0.51 -0.14
C -21.720440 -8.108886 -16.804149 -0.47 0.74 0.20
C -22.634655 -8.597932 -15.936614 0.53 0.24 -0.04
C -23.181738 -9.995646 -16.046586 0.96 -0.71 0.33
O -23.876855 -10.506521 -15.190697 -0.23 0.84 0.17
C -22.646881 -10.754236 -17.145929 -0.02 0.03 -0.87
C -21.799875 -10.216911 -18.037757 0.58 -1.33 -1.10
C -21.158722 -8.863006 -17.917412 -0.90 0.09 0.84
O -20.265129 -8.456898 -18.615067 -0.06 -0.29 -0.21
O -21.352901 -10.899459 -19.110855 0.19 0.35 0.11
O -23.005545 -7.891705 -14.870006 -0.36 0.21 0.20
H -21.386906 -7.077855 -16.752487 0.11 -0.07 0.39
H -22.973955 -11.775441 -17.293963 -0.16 -0.01 0.19
H -21.701464 -11.798180 -19.144586 -0.13 0.06 0.14
H -23.496937 -8.455961 -14.243356 -0.11 -0.07 -0.29
C -19.468249 -0.379792 -8.286345 -4.08 1.78 2.74
C -18.447071 -1.064513 -7.778556 -0.48 -0.43 6.51
C -18.450264 -2.538072 -7.516609 -3.88 -0.50 1.38
O -17.546771 -3.155214 -6.997090 -1.19 -0.22 1.98
C -19.716211 -3.204529 -7.876791 -0.18 0.79 1.14
C -20.767358 -2.510435 -8.330021 -0.76 -0.04 -0.95
C -20.758018 -1.032400 -8.579743 0.75 0.19 1.80
O -21.730112 -0.446314 -8.991298 -0.22 -0.16 -0.17
O -21.837377 -3.140479 -8.845608 0.37 0.06 0.82
O -17.285175 -0.406423 -7.540904 -2.11 0.58 13.93
H -19.417390 0.699621 -8.333332 -0.05 -0.52 0.35
H -19.724776 -4.285568 -7.891026 -0.62 0.52 0.87
H -22.417903 -2.480171 -9.260150 -0.12 0.16 0.17
H -16.611967 -1.037327 -7.244763 0.42 0.18 0.23
C -23.931857 -5.974687 -10.011375 0.12 0.45 -0.36
C -24.412611 -4.945731 -10.733955 0.64 -0.10 0.34
C -25.117398 -5.156258 -12.031457 -0.50 -0.34 -0.28
O -25.474327 -4.218640 -12.723127 0.20 0.36 0.41
C -25.368160 -6.520909 -12.401137 0.22 -1.10 -0.81
C -24.896882 -7.554961 -11.693269 0.03 -0.49 0.25
C -24.147093 -7.358389 -10.422358 -0.36 1.10 1.19
O -23.863618 -8.264860 -9.665579 0.02 -0.62 -0.77
O -25.104597 -8.815803 -12.061772 -0.19 -0.16 -0.42
O -24.207903 -3.675420 -10.388148 -0.03 0.47 0.22
H -23.350093 -5.840262 -9.110409 -0.10 0.19 0.07
H -25.835880 -6.768754 -13.346919 -0.28 0.37 0.01
H -24.872628 -9.437833 -11.353857 0.29 0.27 0.15
H -24.682100 -3.079632 -10.994509 -0.04 -0.30 -0.18
C -16.943002 0.431510 -9.008597 2.42 1.94 -4.47
C -17.307219 1.631564 -9.488106 -0.78 -0.21 -0.51
C -18.537033 1.802032 -10.328486 -0.39 -1.81 -0.24
O -18.857201 2.865213 -10.813427 0.39 1.04 0.18
C -19.311521 0.584547 -10.577115 0.56 0.26 -2.09
C -18.922125 -0.627905 -10.134226 1.63 0.41 -2.67
C -17.694259 -0.787817 -9.280092 -0.96 4.88 -9.30
O -17.418978 -1.884985 -8.843993 4.15 -6.98 -6.73
O -19.565487 -1.735562 -10.486802 0.17 -0.58 -0.73
O -16.623326 2.737970 -9.164614 -0.07 0.47 -0.12
H -16.033208 0.399536 -8.421965 0.95 0.49 -1.60
H -20.075898 0.587151 -11.343300 -0.22 0.34 0.29
H -19.191825 -2.557883 -10.081779 0.13 0.19 -0.54
H -17.081743 3.474268 -9.609390 0.08 -0.05 0.03

=====

[3]
15
Properties=species:S:1:pos:R:3:forces:R:3 method="wB97M-V/def2-TZVPD" relative_energy_ev=5.081 gap_ev="4.45 / 4.91" s2=6.021 e_tot_ev=-36978.7323 largest_force_ha_per_bohr=0.1054 spin_multiplicity=5 lumo_ev="-11.24 / -11.16" charge=+2 molar_mass_g_mol=259.35
O 0.939131 1.607093 -0.578058 3.71 -1.53 2.92
C 2.023194 0.865169 -0.331449 -1.20 2.46 -4.20
C 0.003698 0.245797 1.640448 -1.24 3.43 2.40
O 0.279961 1.580504 2.347401 1.14 0.39 -4.38
Er 0.652440 3.322258 0.964179 -1.11 -4.62 2.12
H 2.401286 -0.060891 0.120797 -1.84 -0.12 1.43
H 2.828288 1.141165 -1.032502 0.01 0.40 0.21
H 0.465617 -0.654684 2.071374 -0.15 0.63 -0.15
H -1.059344 0.374442 1.371799 0.81 -1.01 -0.21
O -0.442657 -1.158386 -0.807635 2.78 4.33 0.11
H -0.196717 -0.099083 -1.085936 -2.24 -4.89 0.67
C -1.717679 -1.678723 -1.107153 -1.02 0.31 -0.91
H -1.941499 -2.570611 -0.499631 0.57 0.42 -0.06
H -2.512401 -0.943249 -0.908945 0.13 -0.23 -0.16
H -1.723320 -1.970803 -2.164686 -0.35 0.03 0.23